C3H2O | ωB97M-V with the def2-TZVPD basis set

Charge ... 0
HOMO level ... -10.236 eV
Kohn-Sham gap ... 9.3 eV
Energy above the lowest of the compared OMol25 structures with the same formula, charge and spin ... 2.2089 eV
Spin multiplicity ... 1
Molecular weight ... 54.048 g/mol
F_max ... 0.0353 Eh/bohr

Last column: Mulliken charge in e.
Atoms and positions in Å:
C (-0.94, -0.03, -0.15)  -0.133
C (-2.19, 0.12, 0.07)  -0.413
C (0.30, -0.32, 0.16)  0.291
O (1.40, 0.40, -0.07)  -0.436
H (0.36, -1.31, 0.68)  0.314
H (1.07, 1.13, -0.68)  0.376


C3H2O | ωB97M-V with the def2-TZVPD basis set

Charge ... 0
HOMO level ... -10.208 eV
Kohn-Sham gap ... 9.1 eV
Energy above the lowest of the compared OMol25 structures with the same formula, charge and spin ... 2.2811 eV
Spin multiplicity ... 1
Molecular weight ... 54.048 g/mol
F_max ... 0.0966 Eh/bohr

Last column: Mulliken charge in e.
Atoms and positions in Å:
C (-0.65, -0.38, 0.76)  -0.178
C (-1.85, -0.74, 0.96)  -0.265
C (0.51, -0.16, 0.03)  0.099
O (0.77, 0.79, -0.88)  -0.417
H (1.24, -0.81, 0.20)  0.397
H (-0.02, 1.31, -1.07)  0.363


C3H2O2 | ωB97M-V with the def2-TZVPD basis set

Charge ... 0
HOMO level ... -9.221 eV
Kohn-Sham gap ... 9.7 eV
Energy above the lowest of the compared OMol25 structures with the same formula, charge and spin ... 4.3235 eV
Spin multiplicity ... 1
Molecular weight ... 70.047 g/mol
F_max ... 0.0215 Eh/bohr

Last column: Mulliken charge in e.
Atoms and positions in Å:
C (-0.67, -0.31, 0.64)  -0.148
C (-1.78, 0.46, 0.11)  -0.278
C (0.02, 1.00, 0.20)  0.319
O (0.31, 0.47, 1.38)  -0.362
O (-1.19, 1.70, 0.20)  -0.209
H (-0.43, -1.34, 0.46)  0.326
H (0.69, 1.11, -0.64)  0.352


C3H2O2S | ωB97M-V with the def2-TZVPD basis set

Charge ... 0
HOMO level ... -8.731 eV
Kohn-Sham gap ... 8.7 eV
Energy above the lowest of the compared OMol25 structures with the same formula, charge and spin ... 0.4684 eV
Spin multiplicity ... 1
Molecular weight ... 102.114 g/mol
Structure (SMILES) ... C=C=S.O=C=O
F_max ... 0.0624 Eh/bohr

Last column: Mulliken charge in e.
Atoms and positions in Å:
C (-0.15, -0.42, 0.21)  -0.531
C (0.71, -1.36, 0.15)  0.284
S (1.49, -2.66, 0.06)  -0.360
H (-0.76, -0.30, 1.04)  0.272
H (-0.37, 0.36, -0.41)  0.337
O (3.86, -1.48, -2.14)  -0.341
C (3.18, -0.61, -1.86)  0.677
O (2.45, 0.26, -1.74)  -0.338


C3H2O2S2 | ωB97M-V with the def2-TZVPD basis set

Charge ... 0
HOMO level (spin up / spin down) ... -7.663 / -9.774 eV
Kohn-Sham gap (spin up / spin down) ... 8.0 / 6.6 eV
Energy above the lowest of the compared OMol25 structures with the same formula, charge and spin ... 0.0000 eV
Spin multiplicity ... 3
Molecular weight ... 134.181 g/mol
F_max ... 0.0851 Eh/bohr
Expectation value of S² ... 2.011

Last column: Mulliken charge in e.
Atoms and positions in Å:
C (-0.43, -0.01, 1.30)  -0.010
C (-0.82, 0.76, 0.30)  -0.529
C (1.22, -0.59, -0.53)  0.363
O (2.26, -1.22, -1.26)  -0.289
O (-0.74, 0.06, -2.23)  -0.502
S (0.98, -1.03, 1.09)  -0.086
S (0.12, 0.71, -1.26)  0.365
H (-0.91, -0.09, 2.26)  0.347
H (-1.68, 1.41, 0.34)  0.340


C3H2O2Yb | ωB97M-V with the def2-TZVPD basis set

Charge ... +2
HOMO level ... -17.622 eV
Kohn-Sham gap ... 7.2 eV
Energy above the lowest of the compared OMol25 structures with the same formula, charge and spin ... 0.7363 eV
Spin multiplicity ... 1
Molecular weight ... 243.087 g/mol
F_max ... 0.0637 Eh/bohr

Last column: Mulliken charge in e.
Atoms and positions in Å:
O (0.16, 1.15, -0.41)  -0.221
O (0.43, -0.85, 0.25)  -0.305
C (-1.11, 0.70, -0.19)  -0.246
C (-0.96, -0.60, 0.25)  -0.024
C (1.05, 0.25, -0.01)  0.156
H (-1.51, -1.05, 1.08)  0.436
Yb (3.64, 0.57, 0.05)  1.846
H (-1.69, -0.17, -1.02)  0.359


C3H2O3 | ωB97M-V with the def2-TZVPD basis set

Charge ... 0
HOMO level ... -10.045 eV
Kohn-Sham gap ... 8.7 eV
Energy above the lowest of the compared OMol25 structures with the same formula, charge and spin ... 1.5796 eV
Spin multiplicity ... 1
Molecular weight ... 86.046 g/mol
Structure (SMILES) ... O=CC(=O)C=O
F_max ... 0.0119 Eh/bohr

Last column: Mulliken charge in e.
Atoms and positions in Å:
O (-2.08, 0.33, 0.88)  -0.391
C (-0.89, 0.51, 0.81)  -0.019
C (-0.14, 0.28, -0.51)  0.576
O (-0.45, 0.83, -1.54)  -0.455
C (1.01, -0.71, -0.45)  0.054
O (1.29, -1.28, 0.57)  -0.437
H (-0.29, 0.86, 1.67)  0.300
H (1.55, -0.86, -1.41)  0.372


C3H2O3P | ωB97M-V with the def2-TZVPD basis set

Charge ... -1
HOMO level (spin up / spin down) ... -2.614 / -2.615 eV
Kohn-Sham gap (spin up / spin down) ... 6.4 / 6.4 eV
Energy above the lowest of the compared OMol25 structures with the same formula, charge and spin ... 5.6509 eV
Spin multiplicity ... 1
Molecular weight ... 117.020 g/mol
F_max ... 0.1294 Eh/bohr

Last column: Mulliken charge in e.
Atoms and positions in Å:
C (1.02, -0.08, -0.05)  0.053
C (0.66, 1.43, -0.72)  -0.525
C (-1.39, 0.72, 0.20)  0.540
O (2.14, -1.01, 0.14)  -0.444
O (-2.64, 0.86, 0.40)  -0.592
O (-0.54, 1.77, -0.32)  -0.077
P (-0.62, -0.89, -0.06)  -0.199
H (2.77, -1.35, -0.68)  0.265
H (-1.42, -1.45, 1.09)  -0.022


C3H2O3Tl | ωB97M-V with the def2-TZVPD basis set

Charge ... +2
HOMO level (spin up / spin down) ... -19.980 / -20.039 eV
Kohn-Sham gap (spin up / spin down) ... 7.9 / 6.5 eV
Energy above the lowest of the compared OMol25 structures with the same formula, charge and spin ... 3.5215 eV
Spin multiplicity ... 2
Molecular weight ... 290.429 g/mol
F_max ... 0.2087 Eh/bohr
Expectation value of S² ... 0.755

Last column: Mulliken charge in e.
Atoms and positions in Å:
O (-2.17, 1.31, 1.30)  -0.088
C (-1.83, 0.21, 1.36)  0.830
O (-1.82, -0.96, 1.62)  -0.336
O (0.41, -0.74, 0.25)  -0.363
C (1.37, -0.10, -0.33)  0.750
C (1.45, 0.66, -1.43)  -0.435
H (2.41, 0.96, -1.83)  0.314
H (0.54, 0.88, -2.01)  0.308
Tl (-0.37, -2.20, 1.07)  1.019